(one)
Computed, not measured: a cluster of 2 separate species, C4H11N3O2 in total, with ωB97M-V/def2-TZVPD.

Last columns: bonded neighbours and bond lengths (Å).
Atoms and positions in Å:
1 O 2.5437 -0.8895 -1.6482  C9 1.198
2 O 1.0391 -1.5110 -0.1151  C9 1.336, H12 0.876
3 N -2.2220 2.4233 -0.0109  C8 1.435, H18 0.994, H20 1.004
4 N -0.4362 1.7861 -1.3494  C8 1.378, H10 1.020, H13 1.024
5 N -1.2243 0.1664 0.0619  C6 1.485, C8 1.307
6 C -2.1461 -0.6176 0.9224  N5 1.485, H14 1.180, H16 1.120, H19 1.035
7 C 3.1390 -1.7761 0.5680  C9 1.490, H11 1.140, H15 1.040, H17 1.187
8 C -1.4126 1.3382 -0.4859  N3 1.435, N4 1.378, N5 1.307
9 C 2.2824 -1.2806 -0.5463  O1 1.198, O2 1.336, C7 1.490
10 H -0.0158 2.7104 -1.2509  N4 1.020
11 H 3.4135 -2.8825 0.5639  C7 1.140
12 H 0.3668 -0.9498 -0.1076  O2 0.876
13 H -0.0646 1.1997 -2.1018  N4 1.024
14 H -2.2654 -0.2367 2.0324  C6 1.180
15 H 2.7567 -1.6274 1.5235  C7 1.040
16 H -1.5989 -1.5889 0.8150  C6 1.120
17 H 4.1748 -1.2076 0.4488  C7 1.187
18 H -2.5618 3.1569 -0.5886  N3 0.994
19 H -3.0453 -0.5903 0.4103  C6 1.035
20 H -2.7230 2.3774 0.8585  N3 1.004

Computed properties:
2S+1: 2
LUMO (alpha / beta), eV: -4.1 / -8.4
<S²>: 0.768
Total charge: +1

natural (NBO) population analysis, charges in e, atoms 1 to 2: atom 1 (O): -0.557, atom 2 (O): -0.739

***

(two)
Computed, not measured: a cluster of 2 separate species, C4H11N3O2 in total, with ωB97M-V/def2-TZVPD.

Last columns: bonded neighbours and bond lengths (Å).
Atoms and positions in Å:
1 O -0.5901 -0.9092 1.3159  C6 1.212
2 O 1.3059 -1.9975 0.9621  C6 1.349, H11 0.954
3 N 0.1306 2.2909 -2.3419  C7 1.350, H17 1.021, H20 1.019
4 N -0.6664 1.2462 -0.4123  C7 1.384, C9 1.507, H15 1.030
5 N 0.6537 0.0454 -2.0140  C7 1.347, H19 1.012
6 C 0.4392 -1.3579 1.7734  O1 1.212, O2 1.349, C8 1.507
7 C 0.0987 1.1876 -1.5638  N3 1.350, N4 1.384, N5 1.347
8 C 0.7877 -1.6351 3.2133  C6 1.507, H13 1.082, H16 1.091, H18 1.102
9 C -2.0567 1.1601 -0.9880  N4 1.507, H10 1.093, H12 1.079, H14 1.095
10 H -2.2161 0.4840 -1.8314  C9 1.093
11 H 1.2874 -1.6696 0.0668  O2 0.954
12 H -2.4731 2.1238 -1.2356  C9 1.079
13 H 0.5096 -0.7847 3.8222  C8 1.082
14 H -2.6616 0.5751 -0.2871  C9 1.095
15 H -0.3757 0.3562 0.0182  N4 1.030
16 H 1.8406 -1.9209 3.2016  C8 1.091
17 H 0.1050 3.1735 -1.8289  N3 1.021
18 H 0.2355 -2.5749 3.3748  C8 1.102
19 H 1.2686 0.0092 -2.8172  N5 1.012
20 H 0.9127 2.2554 -2.9946  N3 1.019

Computed properties:
2S+1: 2
LUMO (alpha / beta), eV: -3.9 / -8.6
<S²>: 0.762
Total charge: +1

natural (NBO) population analysis, charges in e, atoms 1 to 2: atom 1 (O): -0.640, atom 2 (O): -0.683

***

Most stable structure among those shown: (two). Next: +63.9 kJ/mol.